--- A ---
ORCA calculation (wB97M-V/def2-TZVPD) on the ion C10H14N3 with charge +1.

Summary:
frontier orbital gap (alpha / beta)	0.270 / 0.270	Eh
HOMO (alpha / beta)	-12.0 / -12.0	eV
total charge	+1

Last column: Löwdin charge in e.
Positions of all 27 atoms, in Å:
C 1.91886 2.19697 -0.02183  0.06
C 2.43038 1.11467 -0.61909  -0.01
C 0.55859 1.69094 0.54042  -0.07
C 1.61314 -0.06693 -0.54303  -0.10
C 0.44493 -2.26180 0.99692  0.08
C 2.00698 -1.49635 -0.59944  -0.12
C -1.71777 0.16920 1.21656  -0.09
C -2.63438 0.50669 0.02325  -0.18
C -1.26054 -1.04952 -0.89357  -0.13
C -0.60032 -0.47164 0.42576  -0.22
N 1.41229 -2.36477 0.35434  0.05
N 0.48508 0.32737 0.07846  -0.01
N -1.96300 0.14962 -1.23439  -0.02
H 2.30885 3.20665 -0.00585  0.13
H 3.40675 1.17882 -1.07667  0.13
H 0.58375 1.81054 1.61622  0.16
H -0.01123 -2.98609 1.62955  0.11
H 1.81288 -2.12594 -1.53629  0.17
H 3.13328 -1.49981 -0.60863  0.16
H -1.39287 1.12456 1.73771  0.12
H -2.19676 -0.44997 1.93370  0.11
H -3.54972 0.00688 0.13742  0.10
H -2.89367 1.60716 -0.01634  0.14
H -0.50809 -1.39031 -1.56056  0.10
H -1.87004 -1.94980 -0.67814  0.15
H -1.27636 0.86241 -1.38326  0.09
H -0.24101 2.16045 0.08678  0.12


--- B ---
ORCA calculation (wB97M-V/def2-TZVPD) on the ion C10H14N3 with charge +1.

Summary:
frontier orbital gap (alpha / beta)	0.270 / 0.270	Eh
HOMO (alpha / beta)	-12.7 / -12.7	eV
total charge	+1
structure (SMILES)	CCC/[N+](C#N)=C/C=C(/C)C#CN

Last column: Löwdin charge in e.
Positions of all 27 atoms, in Å:
C 1.37607 2.57715 -1.02045  -0.03
C 0.44320 0.63153 1.97916  0.01
C -0.46486 -0.27686 1.39592  0.05
C 1.15881 2.05624 0.05251  0.01
C 1.23665 1.67962 1.35201  -0.21
C -0.84448 0.44913 -0.83412  -0.28
C 1.96018 2.55101 2.28468  -0.01
C -0.59130 -3.63729 -0.89205  -0.10
C -1.59739 -2.54409 -1.21107  -0.24
C -1.93342 -1.55070 -0.12968  -0.12
N 1.40397 3.10694 -2.25855  0.16
N -0.96237 -0.44520 0.10693  -0.03
N -1.01149 0.79164 -1.91454  0.25
H 0.56103 0.61605 3.01785  0.09
H -0.73331 -1.10937 2.01686  0.13
H 2.90818 2.14592 2.40930  0.09
H 1.47213 2.82119 3.22219  0.12
H 2.14256 3.45080 1.65180  0.11
H 0.40243 -3.19401 -0.77296  0.06
H -0.82448 -4.16212 0.05883  0.09
H -0.30027 -4.32103 -1.75986  0.11
H -2.57101 -2.94314 -1.24650  0.10
H -1.30621 -2.07502 -2.14745  0.11
H -2.75527 -0.93570 -0.45776  0.13
H -2.14119 -2.12390 0.75343  0.13
H 2.18700 3.63924 -2.64155  0.13
H 0.78483 2.80198 -3.01493  0.12


Order from most stable to least stable according to the calculation: A, B


--- A ---
ORCA calculation (wB97M-V/def2-TZVPD) on a cluster of 2 separate species, C14H16O in total.

Summary:
frontier orbital gap (alpha / beta)	0.117 / 0.265	Eh
HOMO (alpha / beta)	0.3 / -3.7	eV
⟨S²⟩	0.76
2S+1	2
total charge	-1

Last column: Mulliken spin population.
Positions of all 31 atoms, in Å:
C 1.75281 -0.04551 -1.57078  0.01
C 1.36874 2.70951 1.72246  0.00
C 1.10310 1.33782 1.85499  0.00
C 1.79470 3.22134 0.51351  -0.01
C 1.19893 0.39644 0.74586  -0.04
C 2.02870 2.31795 -0.53526  0.02
C 1.74847 0.95313 -0.37190  0.00
H 1.17380 3.34518 2.53062  0.00
H 0.90867 0.74700 2.81827  0.00
H 1.80057 4.20977 0.50635  -0.01
H 1.03286 -0.71040 0.92380  0.02
H 2.28508 2.70922 -1.47973  0.01
H 2.63548 -0.79116 -1.25450  0.01
H 1.82023 0.54068 -2.50061  -0.01
H 0.73986 -0.35391 -1.48036  0.01
C -0.40120 -3.46217 0.40611  -0.03
C -1.94130 -0.57796 -1.62776  0.25
C -2.33122 0.27789 -0.58912  -0.32
C -1.38470 -1.85662 -1.23500  0.29
C -1.15521 -2.19837 0.11436  -0.24
C -2.08829 0.01847 0.74383  0.57
C -1.50882 -1.27765 1.09749  0.30
O -2.52410 1.59753 -1.04489  -0.07
H -2.27353 -0.28064 -2.75495  0.05
H -0.94607 -2.64035 -2.07953  0.04
H -1.94876 0.73355 1.56473  0.07
H -3.22177 2.07023 -0.42105  0.02
H 0.56076 -3.18431 0.79887  0.01
H -0.06531 -3.97293 -0.57144  0.02
H -1.33673 -1.54537 2.13623  0.05
H -0.82575 -4.28839 1.03940  0.00


--- B ---
ORCA calculation (wB97M-V/def2-TZVPD) on a cluster of 2 separate species, C14H16O in total.

Summary:
frontier orbital gap (alpha / beta)	0.088 / 0.236	Eh
HOMO (alpha / beta)	0.6 / -3.5	eV
⟨S²⟩	0.76
2S+1	2
total charge	-1

Last column: Mulliken spin population.
Positions of all 31 atoms, in Å:
C -2.71642 -1.64462 -0.03891  -0.02
C -2.15477 0.81305 -0.00279  -0.12
C -2.52760 -0.30739 -0.70062  0.05
C -1.86138 2.03699 -0.63529  0.45
C -1.77727 2.03775 -2.07724  -0.04
C -2.54234 -0.25255 -2.14594  0.47
C -2.11757 0.93034 -2.80472  0.03
H -2.25767 0.79649 1.08248  -0.02
H -1.70976 2.96023 -0.11736  0.09
H -1.84914 -2.27394 -0.27710  0.01
H -3.61758 -2.18773 -0.33911  0.02
H -1.61108 2.99912 -2.55048  -0.03
H -2.94039 -1.11292 -2.67490  0.07
H -2.13144 0.90716 -3.88232  0.01
H -2.76881 -1.52852 1.04866  0.01
C 1.87468 1.54615 -0.63410  -0.04
C 0.96537 -0.09033 1.04984  -0.03
C 2.06564 0.47524 0.41635  0.05
C 1.17991 -1.15366 1.93449  0.00
C 2.45746 -1.59761 2.19766  0.01
C 3.34929 0.07084 0.77080  -0.01
C 3.57038 -0.92904 1.70955  0.01
O 2.67615 -2.75371 2.94772  0.00
H -0.01836 0.27990 0.79350  0.02
H 0.31836 -1.70022 2.29323  0.01
H 0.90534 1.55617 -1.12127  0.04
H 2.64948 1.48554 -1.40137  0.00
H 4.17778 0.65219 0.38306  0.00
H 1.84660 -3.25653 2.91494  0.00
H 4.54757 -1.27199 1.99110  0.00
H 2.01756 2.51360 -0.12986  -0.01


Order from most stable to least stable according to the calculation: B, A


--- A ---
ORCA calculation (wB97M-V/def2-TZVPD) on a cluster of 2 separate species, CNO4S in total.

Summary:
frontier orbital gap	0.300	Eh
HOMO	-4.4	eV
total charge	-1

Last column: Löwdin charge in e.
Positions of all 7 atoms, in Å:
C -0.11802 1.35730 0.83970  -0.48
N -1.23077 -0.80518 -0.62713  -0.34
O -0.21292 2.07471 -0.10743  0.12
O -0.04861 0.81628 1.87113  0.15
O 0.50986 -2.36684 -1.71201  -0.46
O 1.22072 -0.52017 -0.11976  -0.46
S 0.10398 -1.31350 -0.75960  0.47


--- B ---
ORCA calculation (wB97M-V/def2-TZVPD) on a cluster of 2 separate species, CNO4S in total.

Summary:
frontier orbital gap (alpha / beta)	0.260 / 0.263	Eh
HOMO (alpha / beta)	-4.6 / -4.7	eV
total charge	-1

Last column: Löwdin charge in e.
Positions of all 7 atoms, in Å:
C 0.69792 1.24147 -0.03884  -0.96
N -0.70584 -1.29516 -0.34464  -0.44
O 0.90487 2.32469 -0.47380  -0.02
O 0.29619 0.64797 0.91541  -0.05
O -1.73464 -0.76960 -0.60259  0.02
O -0.41897 -2.25534 0.28866  0.01
S 1.22524 -0.23239 -1.47251  0.44


Order from most stable to least stable according to the calculation: A, B


--- A ---
ORCA calculation (wB97M-V/def2-TZVPD) on a cluster of 2 separate species, CH8NO in total.

Summary:
frontier orbital gap	0.380	Eh
HOMO	-14.6	eV
total charge	+1

Last column: Löwdin charge in e.
Positions of all 11 atoms, in Å:
N 1.14506 1.39063 -0.71497  0.25
H 0.39353 0.71178 -0.66199  0.08
H 2.08090 0.94860 -0.40109  0.19
H 1.37062 2.45156 -0.62761  0.21
H 1.15318 1.15552 -1.74671  0.17
C -0.86010 -1.38780 0.71566  -0.22
O -0.89779 -0.10310 0.32398  -0.18
H 0.22846 -1.66514 0.99070  0.12
H -1.36274 -2.05749 -0.07456  0.11
H -1.42082 -1.74349 1.54849  0.07
H -1.83028 0.29892 0.64810  0.20


--- B ---
ORCA calculation (wB97M-V/def2-TZVPD) on a cluster of 2 separate species, CH8NO in total.

Summary:
frontier orbital gap	0.445	Eh
HOMO	-15.9	eV
total charge	+1

Last column: Löwdin charge in e.
Positions of all 11 atoms, in Å:
N 0.24689 -0.92568 1.48458  0.28
H 0.96107 -0.40307 1.97255  0.14
H -0.07795 -0.42771 0.61137  0.05
H -0.39691 -1.32506 2.27708  0.21
H 0.60781 -1.70617 1.02603  0.11
C -0.27141 1.18708 -1.19223  -0.01
O -0.35807 -0.26423 -0.83152  -0.14
H 0.15530 1.27027 -2.18576  0.10
H 0.27562 1.60405 -0.35409  0.09
H -1.12322 1.74172 -1.20678  0.05
H -0.01913 -0.75120 -1.60124  0.12


--- C ---
ORCA calculation (wB97M-V/def2-TZVPD) on a cluster of 2 separate species, CH8NO in total.

Summary:
frontier orbital gap	0.419	Eh
HOMO	-15.4	eV
total charge	+1

Last column: Löwdin charge in e.
Positions of all 11 atoms, in Å:
N 0.71711 -1.43370 1.20881  0.30
H 0.05582 -1.62884 1.95830  0.15
H 0.29061 -0.74095 0.52852  0.10
H 0.94555 -2.32867 0.76514  0.16
H 1.57623 -1.09355 1.63055  0.15
C -0.96702 0.85840 -1.16223  -0.08
O 0.14501 0.78124 -0.23171  -0.16
H -1.34722 1.87998 -1.23251  0.10
H -1.75198 0.16379 -0.86388  0.08
H -0.62374 0.51604 -2.14280  0.09
H 0.22041 1.61611 0.24132  0.10


Order from most stable to least stable according to the calculation: C, B, A